# NO4S2

The ion NO4S2 with charge -1 (the ωB97M-V functional and the def2-TZVPD basis, OMol25).

Output
Largest force on an atom = 3.04 eV Å⁻¹
LUMO = 0.117 Eh
Total charge = -1
Gap between HOMO and LUMO = 8.50 eV
Structure (SMILES) = O=[N+]([O-])S(=O)(=O)[S-]
HOMO = -5.33 eV

```
7
Properties=species:S:1:pos:R:3:forces:R:3:nbo_charge:R:1
N 0.348 -0.961 0.097 1.3867 2.5284 0.9772 0.371
O 0.463 1.813 -0.418 -0.0277 -0.5588 0.9576 -0.925
O -0.255 -1.957 -0.037 -2.0190 -2.1050 -0.6847 -0.393
O 1.514 -0.935 0.459 -0.1371 0.6655 -0.2431 -0.438
O -1.445 0.731 -1.371 0.2205 -0.5466 2.4653 -0.918
S -1.552 1.329 1.643 0.5327 -0.7516 -1.5575 -0.525
S -0.668 0.951 -0.128 0.0439 0.7681 -1.9149 1.827
```
Positions in Å, forces in eV/Å.